(1)
This record from the OMol25 dataset describes a 12-piece molecular cluster, C31H83Br10O28P7 overall at a distorted geometry. The level of theory is ωB97M-V/def2-TZVPD.

```
159
Properties=species:S:1:pos:R:3:forces:R:3
C -1.2265 2.9042 5.1037 -0.04 -0.05 0.78
O -1.9079 3.5567 4.0582 -0.58 0.68 -1.06
P -1.8594 5.1165 3.7562 -0.88 -0.30 0.23
O -0.6935 5.8067 4.2697 1.12 0.53 0.79
O -1.9984 5.2202 2.1940 -0.80 0.12 0.45
C -0.7701 5.4020 1.4525 -0.41 -0.25 0.77
O -3.2505 5.6624 4.3018 0.12 -0.86 -0.35
C -3.3922 6.9897 4.8272 1.14 -0.43 -0.17
H -1.6067 3.2129 6.0751 -0.20 0.00 0.09
H -0.1666 3.1004 5.1079 0.37 0.12 -0.30
H -1.4151 1.8498 4.9617 0.03 -0.27 0.03
H 0.0436 5.3672 2.1937 0.11 -0.21 -0.88
H -0.8127 6.3753 0.9946 0.07 0.35 -0.22
H -0.8602 4.6213 0.7233 0.93 -0.31 -0.56
H -3.7196 6.8479 5.8605 -0.09 0.61 -0.30
H -4.0266 7.5437 4.1694 -1.04 0.17 -0.01
H -2.4356 7.5051 4.7318 0.13 -0.08 0.63
C -6.2158 -2.9166 3.3513 -0.53 -0.10 -0.99
O -5.0111 -3.0520 4.0942 0.30 -0.22 1.08
P -3.8288 -3.7301 3.3239 1.00 0.75 -0.45
O -3.8118 -3.3056 1.9269 0.20 -0.10 -1.05
O -3.9186 -5.2851 3.5381 -0.87 0.84 1.16
C -3.3166 -6.1559 2.6049 0.15 0.76 -0.66
O -2.5214 -3.3219 4.1083 -0.47 -0.91 0.64
C -1.7711 -2.1582 3.8255 0.45 0.58 0.89
H -6.2760 -1.9709 2.8051 0.20 -0.14 0.30
H -7.0660 -2.9953 4.0074 -0.12 -0.05 0.43
H -6.2501 -3.7169 2.6170 -0.34 -0.08 -0.11
H -3.7761 -5.9781 1.6242 0.15 -0.48 0.18
H -3.4523 -7.1264 3.0201 -0.16 -0.86 -0.13
H -2.2632 -5.9254 2.5452 0.32 -0.10 -0.12
H -1.3401 -2.2169 2.8434 -0.11 0.21 -0.52
H -0.9423 -2.1130 4.5427 -0.23 -0.29 -0.11
H -2.3550 -1.2545 4.0130 -0.17 -0.01 -0.46
C -4.8502 -0.6299 0.3207 0.35 -0.50 0.79
O -4.9714 0.6623 0.9428 0.11 0.34 -0.31
P -5.8415 0.7943 2.2313 -0.18 -0.86 0.91
O -7.1320 0.0931 2.2925 0.20 0.46 -0.31
O -5.9387 2.3442 2.4371 -1.40 -0.49 0.27
C -4.8993 3.2177 2.0847 0.85 0.14 0.22
O -4.8368 0.2083 3.3579 -0.25 0.66 -1.71
C -5.4276 -0.0017 4.6262 0.42 -0.20 0.15
H -5.6742 -0.7564 -0.3639 -0.19 -0.20 -0.17
H -4.8079 -1.4274 1.0965 -0.05 0.43 -0.70
H -3.9066 -0.6044 -0.2080 0.05 -0.14 -0.22
H -4.9744 3.4588 1.0278 0.35 -0.18 -0.18
H -3.9724 2.6936 2.3747 0.06 0.91 -0.38
H -5.0433 4.1482 2.6328 0.20 -0.17 0.19
H -4.8272 -0.8031 5.0396 -0.37 -0.09 0.55
H -6.4828 -0.2352 4.5337 -0.06 -0.31 0.10
H -5.3132 0.9146 5.1653 0.02 0.48 0.78
C -4.8691 -2.4750 -5.2357 -0.15 -0.38 0.00
O -3.6305 -3.1112 -5.0573 1.14 -1.50 0.32
P -2.5538 -2.5176 -4.0653 -0.66 -0.63 -1.19
O -3.0554 -1.8335 -2.8945 -0.33 0.49 1.12
O -1.5778 -3.6904 -3.7579 -0.35 -0.44 1.49
C -1.0646 -4.5260 -4.7928 -0.16 0.64 0.22
O -1.7945 -1.6207 -5.1007 0.56 0.71 -0.42
C -0.9586 -0.6484 -4.4881 1.06 0.65 0.16
H -4.8673 -2.0477 -6.2259 -0.20 0.51 -0.17
H -4.9217 -1.7747 -4.4243 -0.89 0.71 0.07
H -5.6388 -3.2433 -5.1829 -0.14 0.17 0.14
H -0.5718 -5.3854 -4.3327 -0.19 0.19 -0.13
H -0.3599 -3.8566 -5.2658 0.39 -0.54 -0.89
H -1.9300 -4.7812 -5.3992 0.45 -0.42 -0.47
H -1.5082 0.2840 -4.3297 0.04 -0.27 0.24
H -0.1238 -0.4201 -5.1567 -0.19 -0.16 -0.13
H -0.5081 -1.0404 -3.5583 -0.31 0.34 -0.18
C 4.4714 3.0092 -6.3211 1.25 0.52 0.58
O 4.2105 2.1390 -5.2336 -0.35 -0.82 -0.25
P 5.3052 1.8850 -4.1372 0.75 -0.11 0.47
O 4.8262 0.8157 -3.2459 0.02 0.57 0.20
O 5.6077 3.3483 -3.5860 0.98 -1.27 -1.27
C 4.8805 3.7694 -2.4742 -0.45 0.08 1.33
O 6.7325 1.5591 -4.7862 -1.04 1.50 0.22
C 7.0388 0.1842 -4.9070 0.13 -0.55 -0.78
H 4.3736 4.0123 -5.9605 -0.56 0.81 0.03
H 3.7747 2.7952 -7.1139 0.14 -0.15 -0.33
H 5.5485 2.9577 -6.5388 -0.44 -0.35 -0.81
H 5.0387 3.0658 -1.6510 0.14 0.44 0.03
H 3.8215 3.6979 -2.6963 -0.40 0.67 0.01
H 5.2559 4.7732 -2.2296 -0.54 -0.35 0.03
H 6.4894 -0.1735 -5.8038 0.44 -0.39 0.67
H 6.7210 -0.2906 -3.9787 0.18 -0.52 -0.36
H 8.1249 0.1070 -5.0699 -0.49 -0.04 0.11
C -2.4116 5.8476 -2.7462 0.20 0.25 0.62
O -2.0173 4.7458 -3.5098 0.89 -1.60 -1.10
P -1.5064 3.3970 -2.8310 0.92 1.36 0.15
O -0.7465 3.5981 -1.5862 -0.12 -0.11 -0.10
O -2.8204 2.5833 -2.7287 -0.90 0.01 -0.06
C -2.9147 1.5128 -1.8005 0.11 -1.09 0.63
O -0.6738 2.6916 -3.9798 -1.02 -0.33 -0.50
C 0.7346 2.6397 -3.9701 0.67 0.75 0.50
H -2.4158 6.6988 -3.4296 -0.30 -0.03 0.26
H -1.6618 6.0057 -1.9600 -0.37 0.18 0.02
H -3.3887 5.6059 -2.3255 -0.07 0.57 0.13
H -1.9316 1.1641 -1.4965 0.06 0.16 0.15
H -3.3933 0.6780 -2.2729 -0.28 -0.37 -0.59
H -3.5194 1.7220 -0.9099 0.24 0.65 -0.25
H 1.0421 2.4837 -2.9414 0.42 -0.06 0.02
H 1.1525 3.5697 -4.3493 -0.02 0.31 0.15
H 1.1390 1.8839 -4.6249 -0.43 -0.61 -0.11
C 2.2022 0.5007 -1.0742 0.70 0.06 -0.45
O 1.0262 -0.2257 -0.8375 -1.32 -1.05 0.08
P 0.4628 -0.2472 0.6259 -0.56 1.91 -0.71
O 1.3966 0.2780 1.6096 0.41 -0.04 0.91
O -0.8237 0.6986 0.3705 1.34 -1.01 -1.66
C -1.4508 1.1860 1.4946 -0.49 0.33 1.70
O -0.0892 -1.6660 0.9462 0.14 -0.06 0.40
C -1.1597 -2.1561 0.1321 -0.15 -1.07 -0.16
H 2.3811 0.3241 -2.1355 0.64 0.20 0.22
H 2.9498 0.1053 -0.3939 0.57 0.06 -0.37
H 2.0989 1.5644 -0.8670 -0.24 0.11 -0.05
H -1.5261 0.3170 2.1582 -0.52 0.54 0.69
H -2.4441 1.5868 1.2644 0.25 -0.27 -0.16
H -0.8424 1.9844 1.9396 -0.22 -0.20 0.16
H -2.0031 -1.4765 0.1722 -0.10 -0.11 -0.03
H -1.4312 -3.1539 0.5182 0.03 0.59 -0.15
H -0.7649 -2.2467 -0.8721 -0.28 -0.07 -0.38
Br 4.5557 -6.4911 -0.1508 -0.41 -0.12 0.09
C 3.1448 -6.4419 1.2314 0.12 0.20 0.24
C 1.8225 -6.0623 0.5679 0.55 -0.47 0.17
Br 0.2899 -5.9555 1.7757 0.42 -0.09 0.16
H 3.5487 -5.6828 1.9031 -0.41 -0.16 0.03
H 3.1330 -7.4256 1.7265 -0.06 0.45 -0.33
H 1.5940 -6.8424 -0.1495 -0.26 0.18 -0.20
H 1.8549 -5.0807 0.1230 0.20 0.03 -0.24
Br 4.9201 0.0869 3.8766 -0.05 0.15 0.01
C 3.7500 1.6525 3.6240 -0.08 -0.38 0.34
C 3.8448 2.5108 4.8532 -0.13 0.15 1.06
Br 2.5544 3.9989 4.6828 0.38 -0.29 0.00
H 2.7257 1.2739 3.4859 0.54 0.17 -0.26
H 4.1638 2.1330 2.7460 -0.30 0.08 -0.14
H 4.8297 2.9354 5.0598 -0.15 0.08 -0.48
H 3.5772 1.9854 5.7873 -0.16 0.09 -0.66
Br 3.4697 -2.8210 1.1438 -0.01 0.04 0.50
C 3.2592 -3.0074 3.1090 0.19 -0.49 0.02
C 2.1283 -2.1163 3.5589 0.00 -0.46 0.08
Br 1.7109 -2.5199 5.4279 0.24 0.07 0.05
H 4.2423 -2.7772 3.5583 -0.66 -0.06 -0.27
H 2.9911 -4.0675 3.2747 0.24 0.59 -0.10
H 1.2193 -2.3796 3.0297 0.00 0.23 -0.15
H 2.3557 -1.0627 3.4921 -0.08 0.03 -0.10
Br 6.2422 1.6873 0.2256 -0.16 -0.97 -0.22
C 5.9693 -0.2303 -0.4486 -0.23 1.12 0.92
C 7.3146 -0.8546 -0.3338 0.98 -1.16 -0.22
Br 7.1417 -2.8186 -0.7082 -0.04 0.61 0.07
H 5.5867 -0.0872 -1.4575 0.03 -0.18 0.12
H 5.2305 -0.6547 0.2597 0.50 0.23 -0.54
H 7.7538 -0.8375 0.6594 -0.34 0.15 0.09
H 8.1009 -0.5231 -1.0286 -0.69 0.11 0.08
Br 1.7743 -3.5826 -2.2756 0.55 0.16 -0.45
C 3.6638 -3.1210 -2.7385 -0.37 -0.17 -0.72
C 4.1313 -3.9791 -3.9052 0.24 -0.01 -0.35
Br 6.1173 -3.8431 -4.2471 -1.08 0.07 0.33
H 4.2068 -3.3289 -1.8288 0.24 0.26 0.10
H 3.6258 -2.0767 -3.0601 0.21 -0.11 0.56
H 3.6907 -3.6601 -4.8571 0.06 -0.12 0.39
H 3.9414 -5.0363 -3.7446 0.11 0.04 0.04
```
Forces are in eV/Å.

Output
- Energy relative to the best compared isomer or geometry (same formula, charge and spin): 0.0000 eV
- Multiplicity: 1
- Orbital gap: 10.152 eV


(2)
This record from the OMol25 dataset describes C18H19N3 as an isolated structure at a distorted geometry. The level of theory is ωB97M-V/def2-TZVPD.

```
40
Properties=species:S:1:pos:R:3:forces:R:3
N -1.6984 2.3133 1.0391 -0.17 0.78 -1.61
C -1.1786 1.1469 0.9135 0.70 -1.12 2.87
C -2.6260 3.9906 -2.1692 0.50 -0.20 -0.59
C -2.2010 2.9364 -3.0702 0.23 0.36 1.02
C -1.4785 -3.2302 0.4654 1.78 0.99 -0.06
C -0.6306 -3.4883 -0.6499 0.16 -0.59 0.27
C -2.5128 3.8057 -0.7766 0.88 -2.05 -2.53
C -1.7531 1.7209 -2.5675 2.07 -0.72 0.48
C -1.0769 -2.2194 1.3434 -0.36 -0.74 -0.33
C 0.5724 -2.7747 -0.8387 -0.38 0.28 0.41
C -1.9340 2.6081 -0.2908 -1.75 2.92 -0.67
C -1.5828 1.5978 -1.1641 -1.70 1.56 -1.98
C 0.1123 -1.4836 1.1634 -0.26 -0.81 -0.84
C 0.9666 -1.7790 0.0979 -0.92 -0.52 -0.89
N -1.2243 0.6058 -0.3458 1.16 -0.80 2.03
N -0.6432 0.6223 2.1078 -0.97 -0.57 -1.51
C 3.4219 -1.8751 0.1487 0.34 0.08 2.75
C 0.3991 -0.3834 2.1055 0.78 1.17 1.36
C 1.7849 0.2814 1.9737 1.52 0.96 0.73
C 2.2320 0.3822 0.5309 0.57 -1.53 -1.00
C 2.2483 -1.0335 -0.1795 -0.65 1.80 1.44
H -2.9094 4.9829 -2.6282 0.10 -1.31 0.78
H -2.0656 3.0674 -4.1445 -0.48 0.33 0.30
H -2.3820 -3.7444 0.7774 0.16 -0.33 -0.75
H -0.8430 -4.3560 -1.2908 -0.06 0.66 0.05
H -2.8338 4.4700 -0.0619 -0.64 1.83 1.28
H -1.1375 0.9754 -3.1701 -1.48 0.93 0.34
H -1.7628 -2.1058 2.1910 0.62 0.63 -0.12
H 1.2429 -2.8935 -1.7301 -0.89 -0.31 0.90
H -0.8155 -0.2526 -0.5612 0.63 -1.41 -0.56
H -0.5576 1.3971 2.7618 0.10 -0.46 -0.17
H 3.2304 -2.4242 1.0742 -0.04 -0.08 0.13
H 3.5009 -2.6025 -0.5792 0.76 -1.58 -1.60
H 4.3530 -1.3558 0.3684 0.08 0.24 -0.62
H 0.3447 -0.8801 3.0654 0.12 0.15 0.63
H 1.8417 1.3723 2.3815 -0.59 -1.96 -0.30
H 2.5680 -0.2814 2.5543 -0.75 0.32 -0.42
H 1.4848 0.9173 -0.0370 -0.01 0.78 -0.12
H 3.2496 0.8369 0.4169 -0.99 -0.16 0.11
H 2.2938 -0.8675 -1.2250 -0.13 0.47 -1.20
```
Forces are in eV/Å.

Output
- Energy relative to the best compared isomer or geometry (same formula, charge and spin): 0.5444 eV
- Multiplicity: 1
- Orbital gap: 8.255 eV


(3)
This record from the OMol25 dataset describes a 9-piece molecular cluster, C32H70Cl8O15 overall at a distorted geometry. The level of theory is ωB97M-V/def2-TZVPD.

```
125
Properties=species:S:1:pos:R:3:forces:R:3
C 0.4975 -1.0571 0.7771 1.00 0.43 0.42
C -0.5404 -0.3710 -0.0220 -0.83 -0.03 0.83
C -1.2477 0.7425 0.8101 0.36 0.26 -1.50
O -0.9910 1.9161 -0.0093 0.06 0.55 0.54
C -0.2695 1.6380 -1.1040 -0.64 -3.27 2.54
O 0.0527 2.3739 -1.9362 0.81 2.20 -2.17
O 0.0450 0.2983 -1.0997 0.58 1.56 -0.96
H 0.9888 -1.7875 0.1567 0.32 -0.39 -0.12
H 0.0864 -1.5209 1.6720 0.01 0.03 -0.01
H 1.2235 -0.2686 1.0786 -0.23 -0.70 0.04
H -1.1814 -1.0846 -0.5160 -0.75 -0.29 0.38
H -0.8800 0.8713 1.8334 0.19 0.02 -0.36
H -2.3130 0.6729 0.7954 -0.75 -0.40 0.29
C -2.9114 -2.1792 2.9949 -0.55 0.10 -1.34
O -2.3099 -0.9416 3.3438 0.53 -0.70 0.27
C -1.4994 -1.1198 4.5171 -1.26 1.22 0.13
C -0.4954 -0.0312 4.6825 0.48 -0.45 -0.41
O 0.5376 -0.2766 3.7374 -0.73 -0.17 -0.16
C 1.7191 0.4104 4.0159 0.64 -0.70 0.56
C 1.7138 1.7518 3.4013 -0.57 1.07 -0.05
O 0.6454 2.4785 3.9666 -0.62 -0.30 0.32
C 0.5871 3.8103 3.5410 0.75 0.08 -0.27
H -2.2197 -2.9751 2.6218 0.08 0.63 0.66
H -3.5150 -1.9489 2.0905 -0.06 -0.19 0.74
H -3.5393 -2.5930 3.8059 0.21 0.22 -0.31
H -0.9907 -2.0516 4.4164 0.37 -0.89 0.31
H -2.1633 -1.0512 5.3978 0.15 -0.55 -0.15
H -0.0463 -0.1191 5.6685 -0.09 -0.03 0.48
H -0.9158 0.9652 4.6066 -0.15 0.15 -0.20
H 2.5324 -0.1610 3.5747 0.19 -0.13 -0.06
H 1.8539 0.3928 5.1175 0.20 0.53 -0.43
H 1.5916 1.6847 2.3277 -0.26 -0.28 -0.56
H 2.6311 2.3073 3.5098 0.77 0.12 0.47
H -0.0940 4.3774 4.1712 -0.11 -0.15 -0.07
H 0.3357 3.9028 2.4775 -0.24 -0.04 0.06
H 1.5984 4.1893 3.6590 0.19 0.70 0.01
C 0.9844 -4.0746 -1.6243 -1.11 0.44 -0.52
O -0.0797 -3.1586 -1.9396 0.29 -0.21 0.03
C -1.2859 -3.9081 -1.9840 0.49 -0.13 0.65
C -2.4132 -3.1423 -2.5628 0.46 1.10 -0.04
O -2.1681 -3.2023 -3.9305 -0.81 0.06 -0.63
C -3.2548 -2.8412 -4.7602 0.25 -0.11 0.12
C -2.7352 -3.0865 -6.1626 -0.08 0.85 -0.31
O -1.7833 -2.0614 -6.3615 0.10 0.33 0.35
C -0.8404 -2.2910 -7.3555 0.58 0.45 -1.03
H 0.7782 -4.4254 -0.6204 0.51 -0.32 0.43
H 1.9556 -3.6061 -1.7385 -0.06 0.29 0.19
H 0.9170 -4.9110 -2.3231 0.22 -0.18 0.05
H -1.5807 -4.2373 -0.9898 0.24 -0.29 0.45
H -1.0934 -4.7555 -2.6342 -0.28 -0.50 0.04
H -2.3310 -2.0958 -2.2223 -0.23 -0.05 0.05
H -3.3960 -3.5230 -2.2393 0.18 -0.20 -0.31
H -3.5702 -1.7974 -4.6108 0.41 0.05 -0.23
H -4.1317 -3.4197 -4.4788 -0.22 -0.52 -0.26
H -3.5203 -2.9830 -6.9358 0.10 -0.33 0.29
H -2.2188 -4.0489 -6.2378 -0.36 -0.17 0.11
H -0.2033 -1.3806 -7.4436 -0.46 -0.65 0.20
H -1.3235 -2.4343 -8.3398 0.10 -0.04 0.16
H -0.1755 -3.1563 -7.1804 -0.31 0.14 0.23
C 7.7311 -4.5958 2.2006 -0.94 -1.62 1.53
O 6.3731 -4.9275 2.5940 0.56 -0.25 -0.69
C 5.6238 -5.2887 1.4336 1.58 0.97 -1.09
C 4.2322 -5.5788 1.8001 -0.98 -1.32 -0.26
O 3.5983 -4.4305 2.2988 -0.70 -0.85 0.29
C 2.3306 -4.7525 2.9230 0.93 0.99 -1.72
C 1.9604 -3.5590 3.6989 -0.12 0.79 2.06
O 2.7735 -3.5802 4.9194 -1.22 0.08 -1.24
C 2.2355 -2.6576 5.8212 0.71 0.83 0.84
H 8.2480 -4.2796 3.0994 0.07 -0.08 0.13
H 7.6654 -3.7770 1.5559 0.30 1.21 -1.41
H 8.2294 -5.4845 1.7733 -0.15 0.46 -0.05
H 6.0589 -6.2144 0.9700 -0.21 0.73 0.18
H 5.6828 -4.4231 0.6751 -0.11 -1.17 0.84
H 4.2725 -6.4044 2.5443 -0.25 0.47 -0.02
H 3.7081 -6.0298 0.8958 0.33 0.67 0.78
H 2.4375 -5.5675 3.6071 0.09 -0.78 0.33
H 1.6015 -4.9739 2.1279 0.02 -0.09 0.24
H 0.9007 -3.5840 4.0351 0.36 -0.15 -0.37
H 2.1296 -2.5889 3.2162 -0.04 -0.31 -0.38
H 2.4525 -1.5948 5.5425 -0.13 -0.75 0.04
H 2.7559 -2.8610 6.7654 -0.34 0.21 -0.02
H 1.1420 -2.7377 5.9629 0.29 -0.22 -0.08
C -5.5640 7.0571 0.0389 -0.68 -0.04 1.00
O -4.3067 7.2352 -0.5274 0.77 -0.54 0.26
C -3.7134 5.9235 -0.6527 -0.65 1.22 -0.66
C -2.5988 6.0409 -1.6404 -0.20 -0.45 -0.05
O -3.1602 5.8410 -2.9261 0.09 0.40 0.94
C -2.1442 5.9086 -3.8668 -0.12 0.59 -0.52
C -2.8213 5.9128 -5.1946 1.43 1.26 -0.58
O -3.3791 4.6847 -5.4491 -1.48 -1.07 -0.55
C -3.9641 4.6876 -6.7391 1.59 0.82 -1.01
H -5.4706 6.3335 0.8876 -0.37 0.58 -0.27
H -6.2320 6.6045 -0.7023 -0.25 0.09 0.08
H -5.9894 8.0181 0.4151 0.45 -0.68 -0.40
H -4.4918 5.2913 -1.0722 0.04 -0.48 -0.18
H -3.4317 5.5059 0.3027 0.28 0.12 0.53
H -1.8609 5.2421 -1.4817 0.20 0.27 0.19
H -2.1534 7.0528 -1.5743 0.07 -0.47 0.06
H -1.4770 5.0751 -3.7646 0.50 -0.80 0.00
H -1.5311 6.8189 -3.7415 -0.22 -0.01 -0.11
H -2.0725 6.1333 -5.9859 -0.14 0.10 0.22
H -3.5275 6.7586 -5.1743 -0.26 -0.33 -0.20
H -3.1312 4.8169 -7.4862 -0.62 0.09 0.40
H -4.6628 5.5125 -6.8984 -0.07 0.09 0.26
H -4.4416 3.7807 -7.0396 -0.33 -0.84 0.60
Cl 3.0379 3.9071 -3.0275 -0.06 0.17 0.28
C 1.5133 4.1367 -3.8736 -0.52 -0.37 -0.52
Cl 1.7127 5.1531 -5.3151 -0.01 0.28 -0.03
H 1.2253 3.1635 -4.2617 -0.14 0.09 0.28
H 0.7073 4.5614 -3.2586 0.71 -0.20 -0.01
Cl 6.9858 -1.3020 3.2242 0.67 0.25 0.04
C 5.3742 -1.9520 3.0770 -0.95 0.78 1.41
Cl 4.4705 -1.1207 1.7877 -0.02 -0.14 0.24
H 5.4326 -2.9899 2.8801 0.00 -0.84 -0.39
H 4.8787 -1.8200 4.0775 0.23 0.05 -1.21
Cl -3.9347 2.5968 4.8157 0.64 0.43 0.70
C -4.1998 1.9313 3.2372 -1.83 -0.16 -0.31
Cl -4.6520 3.1706 2.0322 0.51 0.02 -0.07
H -3.3762 1.3146 2.9044 0.06 0.06 -0.02
H -5.1527 1.4022 3.3606 0.70 -0.43 -0.29
Cl 3.3320 1.6499 -0.1092 -0.15 -0.33 -0.46
C 3.2221 0.5245 -1.4852 1.15 -0.01 -0.23
Cl 4.8292 0.0792 -2.1497 0.02 0.18 0.24
H 2.8102 -0.4112 -1.1835 -0.57 -0.27 0.42
H 2.7186 0.9557 -2.3262 -0.56 0.45 0.05
```
Forces are in eV/Å.

Output
- Multiplicity: 1
- Orbital gap: 9.565 eV